# 1
{"formula": "C48H115N13O10", "method": "ωB97M-V/def2-TZVPD", "e_above_lowest_kcal_mol": 124.7, "energy_ev": -91486.0754, "homo_ev": -8.61, "largest_force_ha_per_bohr": 0.089, "species": ["C", "C", "N", "C", "C", "C", "C", "H", "H", "H", "H", "H", "H", "H", "H", "H", "H", "H", "H", "H", "H", "H", "C", "C", "N", "C", "C", "C", "C", "H", "H", "H", "H", "H", "H", "H", "H", "H", "H", "H", "H", "H", "H", "H", "C", "C", "N", "C", "C", "C", "C", "H", "H", "H", "H", "H", "H", "H", "H", "H", "H", "H", "H", "H", "H", "H", "C", "C", "O", "N", "C", "H", "H", "H", "H", "H", "H", "H", "C", "C", "O", "N", "C", "H", "H", "H", "H", "H", "H", "H", "C", "C", "O", "N", "C", "H", "H", "H", "H", "H", "H", "H", "C", "C", "O", "N", "C", "H", "H", "H", "H", "H", "H", "H", "C", "C", "O", "N", "C", "H", "H", "H", "H", "H", "H", "H", "C", "C", "O", "N", "C", "H", "H", "H", "H", "H", "H", "H", "C", "C", "O", "N", "C", "H", "H", "H", "H", "H", "H", "H", "C", "C", "O", "N", "C", "H", "H", "H", "H", "H", "H", "H", "C", "C", "O", "N", "C", "H", "H", "H", "H", "H", "H", "H", "C", "C", "O", "N", "C", "H", "H", "H", "H", "H", "H", "H"], "coordinates": [[-6.00, -15.31, 11.46], [-6.02, -13.77, 11.31], [-5.39, -13.28, 10.09], [-6.20, -13.61, 9.01], [-5.29, -13.70, 7.82], [-4.97, -11.89, 10.20], [-6.20, -10.87, 10.16], [-6.71, -15.79, 10.79], [-6.33, -15.76, 12.40], [-5.01, -15.73, 11.27], [-6.99, -13.29, 11.46], [-5.37, -13.35, 12.08], [-6.54, -14.63, 9.21], [-7.07, -12.96, 8.95], [-4.72, -12.82, 7.51], [-4.57, -14.50, 7.96], [-5.85, -13.89, 6.90], [-4.31, -11.62, 9.38], [-4.37, -11.65, 11.07], [-6.64, -10.85, 9.17], [-5.97, -9.81, 10.26], [-6.89, -11.24, 10.92], [-12.24, -5.78, 12.80], [-11.85, -5.71, 11.22], [-12.34, -4.53, 10.52], [-11.79, -4.52, 9.15], [-10.38, -4.38, 9.19], [-13.86, -4.79, 10.39], [-14.54, -3.36, 10.34], [-11.56, -5.13, 13.35], [-12.23, -6.77, 13.27], [-13.26, -5.41, 12.93], [-10.77, -5.89, 11.20], [-12.28, -6.61, 10.79], [-11.99, -5.49, 8.69], [-12.29, -3.73, 8.59], [-10.07, -3.73, 10.01], [-9.78, -5.28, 9.27], [-10.12, -3.90, 8.24], [-14.29, -5.37, 11.20], [-14.12, -5.35, 9.49], [-14.38, -2.68, 9.51], [-14.48, -2.81, 11.28], [-15.58, -3.52, 10.07], [-12.60, -11.67, 8.54], [-13.91, -10.90, 8.45], [-14.19, -9.96, 9.56], [-15.60, -9.46, 9.38], [-15.76, -8.18, 10.24], [-13.80, -10.48, 10.87], [-14.50, -11.76, 11.23], [-12.54, -12.41, 9.33], [-11.73, -11.02, 8.64], [-12.39, -12.19, 7.60], [-13.95, -10.40, 7.48], [-14.74, -11.60, 8.32], [-15.85, -9.33, 8.32], [-16.19, -10.32, 9.71], [-16.68, -7.61, 10.18], [-15.78, -8.38, 11.31], [-14.98, -7.44, 10.05], [-13.81, -9.70, 11.63], [-12.72, -10.66, 10.90], [-15.54, -11.60, 11.50], [-14.11, -12.30, 12.09], [-14.52, -12.39, 10.35], [-3.61, -8.89, 14.75], [-4.13, -7.97, 13.64], [-4.75, -6.93, 13.85], [-3.83, -8.43, 12.40], [-4.34, -7.72, 11.25], [-2.59, -9.20, 14.50], [-4.26, -9.76, 14.80], [-3.55, -8.50, 15.77], [-3.39, -9.34, 12.43], [-4.01, -8.10, 10.28], [-4.01, -6.68, 11.23], [-5.40, -7.53, 11.36], [-15.95, -8.21, 14.21], [-16.04, -8.25, 15.71], [-17.05, -8.20, 16.36], [-14.78, -8.25, 16.21], [-14.44, -8.38, 17.63], [-15.08, -8.71, 13.79], [-16.01, -7.16, 13.91], [-16.83, -8.65, 13.75], [-14.02, -7.97, 15.60], [-15.27, -8.64, 18.28], [-13.83, -7.59, 18.06], [-13.89, -9.32, 17.65], [-15.26, -5.81, 6.78], [-13.89, -6.35, 6.34], [-13.50, -5.99, 5.23], [-13.19, -7.10, 7.20], [-11.89, -7.51, 6.88], [-16.12, -6.39, 6.47], [-15.39, -4.77, 6.47], [-15.56, -5.56, 7.80], [-13.51, -7.44, 8.09], [-11.46, -7.72, 7.85], [-11.29, -6.79, 6.32], [-12.05, -8.49, 6.43], [-6.19, -4.81, 10.09], [-6.04, -3.36, 9.69], [-5.00, -2.73, 10.05], [-7.02, -2.69, 9.03], [-7.13, -1.34, 8.69], [-5.68, -4.84, 11.04], [-5.71, -5.42, 9.32], [-7.22, -5.11, 10.29], [-7.93, -3.11, 9.20], [-6.73, -1.13, 7.70], [-6.56, -0.75, 9.41], [-8.16, -1.00, 8.70], [-7.53, -5.40, 6.55], [-6.19, -6.10, 6.68], [-5.23, -5.70, 5.97], [-6.08, -7.15, 7.49], [-4.84, -7.84, 7.35], [-8.08, -5.48, 7.49], [-8.18, -5.85, 5.80], [-7.31, -4.35, 6.37], [-6.86, -7.58, 7.97], [-5.10, -8.84, 7.67], [-4.10, -7.41, 8.02], [-4.50, -7.90, 6.32], [-9.98, -9.41, 3.47], [-9.36, -10.04, 4.65], [-9.97, -10.12, 5.68], [-8.17, -10.67, 4.43], [-7.54, -11.60, 5.37], [-11.06, -9.37, 3.64], [-9.86, -9.89, 2.51], [-9.71, -8.36, 3.32], [-7.77, -10.37, 3.55], [-7.32, -11.05, 6.29], [-6.67, -12.14, 4.99], [-8.21, -12.43, 5.56], [-8.90, -2.19, 18.08], [-8.04, -3.08, 17.30], [-7.48, -4.09, 17.74], [-7.82, -2.74, 16.06], [-7.05, -3.57, 15.17], [-9.93, -2.55, 18.19], [-8.96, -1.21, 17.62], [-8.44, -1.98, 19.05], [-8.04, -1.81, 15.71], [-7.24, -3.12, 14.20], [-7.67, -4.44, 14.97], [-6.00, -3.73, 15.41], [-9.81, -14.58, 15.36], [-9.24, -13.55, 14.44], [-9.35, -13.75, 13.25], [-8.38, -12.63, 14.89], [-7.76, -11.60, 14.12], [-10.88, -14.58, 15.54], [-9.34, -14.41, 16.33], [-9.39, -15.52, 14.99], [-8.28, -12.51, 15.89], [-6.70, -11.43, 14.31], [-8.26, -10.66, 14.37], [-7.84, -11.57, 13.03], [-9.15, -9.19, 8.29], [-9.08, -8.62, 9.65], [-8.39, -7.58, 9.82], [-9.91, -9.09, 10.62], [-10.18, -8.49, 11.96], [-9.26, -8.40, 7.55], [-9.89, -9.99, 8.20], [-8.28, -9.82, 8.10], [-10.55, -9.74, 10.18], [-9.68, -7.53, 12.02], [-9.73, -9.00, 12.80], [-11.24, -8.49, 12.23], [-10.01, -7.75, 16.79], [-11.02, -8.56, 16.07], [-11.96, -8.00, 15.53], [-10.84, -9.93, 16.17], [-11.82, -10.93, 15.63], [-9.05, -7.57, 16.32], [-9.87, -8.30, 17.72], [-10.37, -6.77, 17.10], [-10.08, -10.29, 16.72], [-12.17, -10.73, 14.61], [-12.71, -11.19, 16.21], [-11.30, -11.89, 15.62]], "mulliken_charge": [-1.55, -0.37, 0.29, -0.03, -1.50, -1.27, 0.65, 0.39, 0.41, 0.35, 0.37, 0.26, 0.31, 0.19, 0.32, 0.33, 0.40, 0.33, 0.39, -0.45, 0.24, -0.05, -1.26, 0.29, -0.09, -0.20, -1.68, 1.00, -1.70, 0.30, 0.11, 0.40, 0.25, -0.12, 0.06, 0.76, 0.51, -0.01, 0.64, 0.29, -0.76, 0.35, 0.32, 0.49, -1.17, -0.93, 0.87, -0.99, -0.66, -0.09, -1.61, 0.32, 0.01, 0.54, 0.49, 0.46, 0.45, 0.70, 0.49, -0.08, 0.06, 0.23, -0.12, 0.38, 0.40, 0.27, -1.11, 0.64, -0.62, -0.09, -0.98, 0.36, 0.16, 0.32, 0.31, 0.51, 0.50, 0.01, -0.55, 0.47, -0.66, 0.14, -0.99, -0.05, 0.26, 0.44, 0.12, 0.38, 0.30, 0.25, -1.12, 0.76, -0.67, 0.60, -1.19, 0.33, 0.33, 0.21, -0.32, -0.01, 0.41, 0.63, 0.23, 0.21, -0.72, 0.12, -1.09, 0.32, -0.23, 0.05, 0.07, 0.31, 0.33, 0.34, -0.32, 0.73, -0.76, 0.26, -1.17, -0.32, 0.38, 0.28, -0.14, 0.33, 0.23, 0.37, -1.37, 0.62, -0.48, -0.14, -0.69, 0.33, 0.43, 0.28, 0.23, -0.01, 0.43, 0.30, -0.96, 0.73, -0.66, -0.15, -1.02, 0.22, 0.32, 0.29, 0.25, 0.48, 0.26, 0.26, -1.18, 0.66, -0.60, 0.01, -0.61, 0.30, 0.32, 0.34, 0.24, 0.36, 0.17, -0.06, 0.39, 0.59, -0.27, 0.50, -0.50, 0.21, -0.08, -0.51, -0.20, 0.26, 0.08, -0.09, -1.53, 0.73, -0.56, -0.07, -0.61, 0.34, 0.46, 0.35, 0.27, 0.27, 0.30, -0.03]}


# 2
{"formula": "C48H116AsF6N6O4", "method": "ωB97M-V/def2-TZVPD", "e_above_lowest_kcal_mol": 0.0, "energy_ev": -145888.8855, "homo_ev": -18.75, "charge": 5, "largest_force_ha_per_bohr": 0.049, "species": ["As", "F", "F", "F", "F", "F", "F", "C", "C", "N", "C", "C", "C", "C", "C", "O", "C", "H", "H", "H", "H", "H", "H", "H", "H", "H", "H", "H", "H", "H", "H", "H", "H", "H", "H", "H", "H", "C", "C", "N", "C", "C", "C", "C", "C", "O", "C", "H", "H", "H", "H", "H", "H", "H", "H", "H", "H", "H", "H", "H", "H", "H", "H", "H", "H", "H", "H", "C", "C", "N", "C", "C", "C", "C", "C", "O", "C", "H", "H", "H", "H", "H", "H", "H", "H", "H", "H", "H", "H", "H", "H", "H", "H", "H", "H", "H", "H", "C", "C", "N", "C", "C", "C", "C", "C", "O", "C", "H", "H", "H", "H", "H", "H", "H", "H", "H", "H", "H", "H", "H", "H", "H", "H", "H", "H", "H", "H", "C", "C", "C", "N", "C", "C", "C", "C", "C", "H", "H", "H", "H", "H", "H", "H", "H", "H", "H", "H", "H", "H", "H", "H", "H", "H", "H", "C", "C", "C", "N", "C", "C", "C", "C", "C", "H", "H", "H", "H", "H", "H", "H", "H", "H", "H", "H", "H", "H", "H", "H", "H", "H", "H"], "coordinates": [[-0.98, -0.85, -0.31], [-0.05, -2.29, -0.57], [0.37, 0.17, -0.78], [-1.91, 0.60, 0.01], [-2.39, -1.80, 0.09], [-0.35, -0.87, 1.33], [-1.49, -0.94, -1.98], [7.70, -6.82, 2.07], [6.57, -6.80, 3.06], [5.23, -6.43, 2.46], [4.87, -7.29, 1.29], [4.14, -6.59, 3.52], [4.12, -7.94, 4.20], [5.29, -4.98, 2.05], [3.98, -4.22, 1.88], [3.18, -4.87, 0.93], [2.08, -4.11, 0.41], [7.83, -5.90, 1.50], [7.59, -7.62, 1.33], [8.69, -7.02, 2.48], [6.78, -6.06, 3.84], [6.48, -7.78, 3.51], [4.90, -8.35, 1.52], [5.66, -7.14, 0.56], [3.88, -7.03, 0.94], [3.22, -6.30, 3.02], [4.35, -5.83, 4.28], [4.89, -7.96, 4.97], [4.16, -8.82, 3.57], [3.22, -8.00, 4.82], [5.90, -4.89, 1.15], [5.80, -4.42, 2.84], [4.28, -3.23, 1.51], [3.39, -4.13, 2.80], [1.50, -4.80, -0.19], [2.46, -3.28, -0.19], [1.45, -3.69, 1.20], [0.20, 6.12, -5.05], [-0.58, 6.36, -3.76], [0.15, 7.19, -2.74], [1.59, 6.77, -2.57], [0.19, 8.65, -3.20], [-1.16, 9.40, -3.24], [-0.52, 7.16, -1.40], [-0.42, 5.88, -0.56], [-0.30, 4.70, -1.34], [0.02, 3.53, -0.58], [1.12, 5.56, -4.89], [0.39, 7.07, -5.54], [-0.42, 5.52, -5.71], [-0.82, 5.41, -3.29], [-1.52, 6.87, -3.98], [1.55, 5.68, -2.68], [1.93, 6.96, -1.56], [2.18, 7.11, -3.41], [0.74, 8.70, -4.13], [0.80, 9.12, -2.43], [-1.27, 9.91, -2.29], [-1.99, 8.68, -3.31], [-1.24, 10.05, -4.10], [-1.58, 7.38, -1.57], [-0.14, 8.00, -0.82], [-1.37, 5.81, -0.01], [0.45, 5.91, 0.10], [0.49, 2.87, -1.31], [-0.87, 3.03, -0.19], [0.67, 3.74, 0.27], [-6.27, 2.05, -4.68], [-5.41, 2.54, -3.54], [-3.97, 2.03, -3.46], [-3.30, 2.74, -2.31], [-3.98, 0.54, -3.35], [-4.56, 0.00, -2.05], [-3.28, 2.42, -4.77], [-1.91, 1.82, -5.00], [-1.01, 2.00, -3.91], [0.11, 1.14, -4.08], [-6.83, 1.15, -4.40], [-5.81, 1.84, -5.64], [-7.08, 2.77, -4.86], [-5.81, 2.24, -2.57], [-5.33, 3.63, -3.53], [-3.86, 2.50, -1.41], [-3.34, 3.79, -2.55], [-2.31, 2.32, -2.23], [-2.99, 0.12, -3.50], [-4.55, 0.16, -4.20], [-5.62, 0.22, -1.90], [-3.97, 0.31, -1.19], [-4.50, -1.09, -2.09], [-3.25, 3.50, -4.84], [-3.94, 1.99, -5.51], [-1.45, 2.36, -5.84], [-1.90, 0.80, -5.39], [-0.21, 0.10, -4.07], [0.86, 1.30, -3.30], [0.64, 1.37, -5.01], [-3.36, 2.74, 2.24], [-2.16, 2.83, 3.15], [-2.22, 2.11, 4.49], [-3.51, 2.33, 5.20], [-2.02, 0.62, 4.27], [-3.18, -0.20, 3.72], [-1.14, 2.67, 5.41], [0.26, 2.14, 5.16], [0.65, 2.33, 3.83], [1.80, 1.56, 3.48], [-3.49, 1.81, 1.67], [-3.23, 3.43, 1.40], [-4.28, 3.02, 2.76], [-2.18, 3.89, 3.44], [-1.16, 2.70, 2.75], [-3.59, 3.39, 5.47], [-3.51, 1.78, 6.13], [-4.37, 2.10, 4.59], [-1.71, 0.24, 5.24], [-1.17, 0.49, 3.60], [-4.08, -0.04, 4.32], [-2.92, -1.24, 3.89], [-3.54, 0.09, 2.74], [-1.43, 2.32, 6.41], [-1.17, 3.75, 5.33], [0.34, 1.10, 5.50], [0.91, 2.66, 5.88], [2.30, 2.11, 2.67], [1.47, 0.59, 3.10], [2.54, 1.51, 4.27], [3.43, -0.25, -1.29], [4.80, 0.32, -1.70], [5.98, -0.33, -0.98], [7.17, 0.60, -0.77], [6.91, 1.47, 0.40], [8.48, -0.14, -0.63], [9.59, 0.82, -1.14], [8.85, 1.97, -1.82], [7.45, 1.41, -2.01], [3.33, -0.37, -0.21], [3.29, -1.25, -1.72], [2.65, 0.38, -1.70], [4.80, 1.40, -1.54], [4.95, 0.28, -2.78], [6.33, -1.17, -1.59], [5.72, -0.70, 0.01], [6.07, 2.13, 0.21], [7.82, 2.00, 0.68], [6.69, 0.82, 1.25], [8.64, -0.40, 0.41], [8.47, -1.02, -1.27], [10.15, 1.13, -0.25], [10.32, 0.30, -1.75], [8.80, 2.88, -1.22], [9.33, 2.21, -2.77], [6.73, 2.20, -2.24], [7.41, 0.73, -2.86], [-2.84, -4.71, -0.30], [-3.94, -4.87, 0.74], [-5.32, -5.03, 0.11], [-6.47, -5.09, 1.11], [-6.36, -6.37, 1.90], [-7.80, -5.16, 0.37], [-8.84, -4.67, 1.41], [-8.04, -3.91, 2.48], [-6.62, -3.88, 1.92], [-2.52, -5.67, -0.70], [-1.91, -4.30, 0.10], [-3.17, -4.02, -1.08], [-3.93, -4.01, 1.42], [-3.77, -5.72, 1.40], [-5.42, -5.97, -0.42], [-5.56, -4.19, -0.55], [-6.35, -7.22, 1.24], [-7.25, -6.46, 2.54], [-5.51, -6.26, 2.57], [-8.00, -6.09, -0.14], [-7.72, -4.34, -0.35], [-9.32, -5.57, 1.79], [-9.65, -4.08, 1.00], [-8.04, -4.56, 3.36], [-8.47, -2.95, 2.75], [-5.81, -3.59, 2.58], [-6.63, -3.01, 1.25]], "mulliken_charge": [2.18, -0.44, -0.42, -0.62, -0.44, -0.55, -0.47, -1.31, -0.27, 0.49, -0.98, -0.45, -1.35, -0.71, -0.62, -0.27, -0.77, 0.31, 0.37, 0.43, 0.37, 0.32, 0.36, 0.47, 0.29, 0.44, 0.39, 0.45, 0.31, 0.40, 0.44, 0.32, 0.29, 0.41, 0.34, 0.16, 0.35, -1.38, 0.38, 0.16, -0.89, -0.50, -1.13, -0.82, -0.74, 0.10, -0.49, 0.34, 0.38, 0.43, -0.23, 0.31, 0.30, 0.33, 0.39, 0.54, 0.50, 0.37, 0.31, 0.33, 0.47, 0.44, 0.30, 0.57, -0.16, -0.25, 0.61, -1.27, -0.42, 0.41, -1.27, 0.00, -1.16, -0.54, -1.21, 0.20, -0.54, 0.39, 0.32, 0.42, 0.48, 0.52, 0.54, 0.30, 0.31, 0.12, 0.45, 0.37, -0.02, 0.38, 0.37, 0.22, 0.61, 0.54, 0.29, -0.25, 0.38, -1.09, -0.51, 0.50, -1.22, -0.01, -1.50, -0.49, -0.79, -0.21, -0.86, 0.02, 0.33, 0.48, 0.30, 0.56, 0.34, 0.46, 0.45, 0.49, 0.08, 0.45, 0.42, 0.15, 0.35, 0.39, 0.45, 0.52, 0.19, 0.31, 0.42, -0.90, -0.40, -0.75, 0.24, -0.93, -0.50, -0.59, -0.74, -0.66, 0.40, 0.35, -0.21, 0.34, 0.41, 0.32, 0.44, 0.27, 0.47, 0.38, 0.38, 0.33, 0.32, 0.36, 0.32, 0.41, 0.43, 0.48, -1.37, 0.06, -0.68, 0.22, -0.97, -0.59, -0.66, -0.68, -0.60, 0.48, 0.24, 0.29, 0.17, 0.31, 0.32, 0.31, 0.33, 0.49, 0.35, 0.45, 0.32, 0.30, 0.40, 0.33, 0.40, 0.50, 0.29]}